a) 29
Properties=species:S:1:pos:R:3:nbo_charge:R:1 method="wB97M-V/def2-TZVPD" gap_ev=10.21 spin_multiplicity=1
C -0.816 1.239 0.245 -0.59
C -1.657 0.046 -0.044 -0.43
C -3.182 0.409 0.045 -0.39
C -4.167 -0.841 -0.130 -0.40
C -5.561 -0.094 0.147 -0.61
C 1.533 -1.018 -0.051 -0.72
C 2.704 -0.068 -0.173 0.66
C 5.148 0.034 0.427 -0.44
H -1.418 2.181 -0.206 0.22
H -0.818 1.268 1.418 0.20
H 0.123 1.086 -0.030 0.21
H -1.475 -0.966 0.402 0.20
H -1.594 -0.264 -1.108 0.19
H -3.324 0.905 1.048 0.20
H -3.379 1.002 -0.814 0.20
H -3.980 -1.681 0.582 0.20
H -4.248 -1.404 -1.172 0.20
H -5.575 0.765 -0.601 0.20
H -6.497 -0.715 0.034 0.21
H -5.545 0.270 1.148 0.20
H 1.846 -1.784 0.838 0.22
H 1.583 -1.590 -1.095 0.25
H 0.493 -0.554 0.057 0.26
H 4.016 -1.635 0.116 0.37
H 4.939 1.185 0.356 0.24
H 5.272 -0.131 1.544 0.20
H 5.934 -0.224 -0.318 0.21
N 3.954 -0.674 -0.029 -0.64
O 2.744 1.095 -0.600 -0.62

***

b) 29
Properties=species:S:1:pos:R:3:nbo_charge:R:1 method="wB97M-V/def2-TZVPD" gap_ev=10.27 spin_multiplicity=1
C 1.362 0.694 -0.015 -0.73
C 2.525 -0.177 0.186 0.67
C 4.854 -0.680 -0.122 -0.44
C -3.273 -2.347 -0.021 -0.60
C -2.122 -1.298 -0.114 -0.39
C -2.540 0.160 -0.036 -0.39
C -1.327 1.006 0.048 -0.40
C -1.601 2.476 0.278 -0.60
H 1.260 1.418 -0.777 0.22
H 1.208 1.132 0.912 0.25
H 0.511 0.000 0.093 0.27
H 3.808 0.848 -1.056 0.39
H 4.544 -1.633 0.415 0.26
H 5.663 -1.028 -1.064 0.18
H 5.595 0.033 0.378 0.20
H -3.968 -2.050 0.889 0.20
H -3.853 -2.232 -1.022 0.20
H -2.826 -3.334 -0.010 0.21
H -1.586 -1.556 -1.066 0.20
H -1.448 -1.446 0.742 0.19
H -3.159 0.454 -0.931 0.19
H -3.196 0.292 0.799 0.20
H -0.922 0.953 -0.941 0.19
H -0.645 0.595 0.786 0.20
H -1.793 2.767 1.405 0.20
H -0.768 3.128 -0.028 0.20
H -2.473 2.814 -0.324 0.21
N 3.611 -0.022 -0.600 -0.62
O 2.562 -0.968 1.195 -0.66

***

Computed stability ranking, most favorable first: b), a)

***

a) 29
Properties=species:S:1:pos:R:3:nbo_charge:R:1 method="wB97M-V/def2-TZVPD" gap_ev="7.87 / 8.24" spin_multiplicity=1
C -0.181 0.130 -1.316 -0.06
C 0.944 -0.227 3.329 0.10
C -0.097 -2.091 2.529 -0.17
C -0.297 0.717 -2.735 -0.21
C -0.551 -1.358 -1.318 -0.62
C -1.114 0.889 -0.370 -0.62
C 1.269 0.282 -0.845 -0.60
C 1.164 1.231 3.144 -0.68
N -1.661 0.646 -3.247 -0.84
O -0.018 -0.797 2.663 -0.38
H 1.540 -0.810 4.019 0.15
H -1.725 1.129 -4.136 0.36
H -1.928 -0.320 -3.404 0.35
H -1.021 -2.477 2.135 0.17
H 0.670 -2.759 2.890 0.15
H 0.434 0.208 -3.387 0.16
H -0.021 1.775 -2.698 0.19
H 1.942 -0.308 -1.465 0.20
H -0.288 -1.810 -0.363 0.22
H -1.620 -1.492 -1.472 0.20
H -0.014 -1.891 -2.103 0.20
H -2.130 0.868 -0.758 0.23
H -1.101 0.436 0.619 0.21
H -0.804 1.930 -0.283 0.20
H 1.367 -0.059 0.184 0.21
H 1.586 1.323 -0.894 0.20
H 0.371 1.645 2.522 0.23
H 2.121 1.437 2.655 0.22
H 1.161 1.753 4.103 0.22

***

b) 29
Properties=species:S:1:pos:R:3:nbo_charge:R:1 method="wB97M-V/def2-TZVPD" gap_ev=10.28 spin_multiplicity=1
C 0.946 -0.485 -0.218 -0.06
C 0.860 -1.715 -1.262 0.11
C -0.445 -0.035 0.219 -0.23
C -0.344 1.452 0.847 -0.20
C 0.182 -1.361 -2.577 -0.63
C -1.095 -1.026 1.182 -0.63
C -0.211 2.489 -0.265 -0.61
C -1.550 1.811 1.713 -0.61
N 1.845 -0.904 0.838 -0.86
O 2.179 -2.122 -1.546 -0.74
H 2.685 -2.003 -0.729 0.49
H 1.447 0.319 -0.765 0.20
H 0.325 -2.554 -0.786 0.14
H -1.077 0.050 -0.667 0.20
H 0.549 1.510 1.482 0.18
H 2.117 -0.124 1.424 0.37
H 1.423 -1.619 1.419 0.36
H -0.893 -1.264 -2.454 0.20
H 0.589 -0.432 -2.972 0.21
H 0.379 -2.152 -3.297 0.23
H -0.608 -1.016 2.156 0.20
H -1.054 -2.036 0.777 0.21
H -2.145 -0.785 1.325 0.22
H -1.087 2.457 -0.911 0.20
H -1.492 2.854 2.026 0.21
H 0.671 2.319 -0.879 0.21
H -0.132 3.492 0.155 0.21
H -2.474 1.679 1.152 0.20
H -1.591 1.204 2.614 0.21

***

Computed stability ranking, most favorable first: b), a)

***

a) 27
Properties=species:S:1:pos:R:3:nbo_charge:R:1 method="wB97M-V/def2-TZVPD" gap_ev=8.99 spin_multiplicity=1
C -2.287 0.564 -1.427 0.27
C 0.109 -2.101 -1.578 -0.41
C -1.102 0.001 -0.924 -0.36
C -0.986 -1.404 -1.298 0.02
C -0.208 0.777 -0.103 0.53
C -2.208 -2.265 -1.276 -0.64
C 2.254 1.070 -0.086 -0.60
C 0.919 0.088 1.991 -0.60
C -1.561 2.739 0.130 -0.27
C 1.076 0.212 0.448 -0.30
N -3.208 1.014 -1.954 -0.35
O -0.392 2.011 0.356 -0.48
H 0.066 -3.192 -1.944 0.21
H 1.031 -1.559 -1.818 0.19
H -2.056 -3.183 -0.662 0.23
H -2.639 -2.490 -2.207 0.23
H -2.993 -1.616 -0.734 0.21
H 2.680 1.709 0.747 0.22
H 1.870 1.680 -0.950 0.22
H 3.083 0.464 -0.529 0.22
H 0.579 -0.939 2.194 0.22
H 1.886 0.333 2.452 0.21
H 0.165 0.839 2.256 0.22
H -1.487 3.629 0.793 0.20
H -2.508 2.345 0.228 0.21
H -1.576 3.136 -0.930 0.19
H 1.243 -0.675 -0.012 0.23

***

b) 27
Properties=species:S:1:pos:R:3:nbo_charge:R:1 method="wB97M-V/def2-TZVPD" gap_ev=9.87 spin_multiplicity=1
O 0.999 -1.800 -1.920 -0.65
C 1.343 -0.925 -1.128 0.70
N 1.238 -1.091 0.229 -0.45
C 1.924 0.386 -1.622 -0.73
C 1.477 -0.050 1.209 -0.41
C 0.623 -2.296 0.748 -0.42
H 1.969 0.330 -2.723 0.24
H 2.944 0.555 -1.237 0.23
H 1.294 1.246 -1.339 0.23
H 0.526 0.348 1.600 0.21
H 2.055 -0.470 2.049 0.20
H 2.052 0.782 0.767 0.21
H 0.550 -3.046 -0.058 0.25
H 1.236 -2.716 1.563 0.19
H -0.390 -2.096 1.135 0.19
C -2.118 -0.161 0.834 -0.23
C -1.705 -0.382 -0.480 -0.22
C -2.067 1.125 1.375 -0.23
C -1.240 0.683 -1.254 -0.23
C -1.602 2.189 0.601 -0.24
C -1.189 1.968 -0.713 -0.17
H -2.483 -0.998 1.443 0.22
H -1.745 -1.393 -0.905 0.23
H -2.392 1.299 2.409 0.22
H -0.915 0.509 -2.288 0.23
H -1.562 3.201 1.027 0.22
H -0.824 2.805 -1.322 0.21

***

Computed stability ranking, most favorable first: b), a)